1.
The following is a quantum chemistry calculation of a structure of composition C13H10IrN2O4, from the Open Molecules 2025 dataset.

## Properties
**⟨S²⟩**: 6.058
**Kohn-Sham gap (alpha / beta)**: 6.03 / 6.95 eV

Geometry as ORCA input:
```
! RIJCOSX wB97M-V def2-TZVPD def2/J DEFGRID3
* xyz 1 5
Ir -0.657 -0.033 0.336
O 1.655 3.636 -0.114
C 1.059 2.461 -0.127
O -0.139 2.297 -0.044
C 2.025 1.315 -0.282
C 3.397 1.465 -0.384
C 4.162 0.322 -0.554
C 3.534 -0.912 -0.640
C 2.154 -0.973 -0.529
N 1.433 0.127 -0.333
C 1.312 -2.234 -0.648
O 1.924 -3.396 -0.805
O 0.108 -2.181 -0.626
H 0.982 4.331 -0.018
H 3.844 2.447 -0.334
H 5.238 0.391 -0.633
H 4.135 -1.798 -0.797
H 2.885 -3.326 -0.810
N -0.732 -0.630 2.114
C -1.007 -1.608 2.984
C -0.711 -1.429 4.357
C -0.973 -2.440 5.254
C -1.544 -3.637 4.820
C -1.848 -3.821 3.472
C -1.584 -2.827 2.556
H -0.284 -0.488 4.677
H -0.744 -2.301 6.302
H -1.757 -4.422 5.533
H -2.294 -4.750 3.142
H -1.811 -2.955 1.505
*
```

2.
The following is a quantum chemistry calculation of the molecule C13H10NO2PS, from the Open Molecules 2025 dataset.

## Properties
**Kohn-Sham gap**: 7.60 eV

Geometry as ORCA input:
```
! RIJCOSX wB97M-V def2-TZVPD def2/J DEFGRID3
* xyz 0 1
C 2.981 -1.810 1.662
P 2.786 -1.311 -0.158
C 2.376 -2.959 -1.002
C 1.187 -0.309 -0.167
C 1.193 0.914 0.649
C 0.000 1.755 0.752
N -0.052 2.958 1.583
C 0.360 3.937 0.968
S 0.753 5.187 0.044
C -1.172 1.328 0.006
C -1.201 0.113 -0.832
C -0.011 -0.712 -0.926
C -2.545 -0.219 -1.565
O -2.609 -0.668 -2.679
C -3.827 0.128 -0.734
C -3.798 1.256 0.022
C -2.510 2.142 0.090
O -2.526 3.343 0.169
H 1.978 -2.069 2.106
H 3.441 -0.975 2.252
H 3.650 -2.709 1.748
H 1.278 -3.162 -1.026
H 2.779 -2.940 -2.044
H 2.856 -3.809 -0.440
H 2.105 1.230 1.206
H -0.026 -1.635 -1.548
H -4.742 -0.514 -0.763
H -4.705 1.512 0.626
*
```